Entry 1:
Here is 2 unconnected molecules or ions with the total composition C20H21Cl3NO4 in a non-equilibrium geometry from the Open Molecules 2025 dataset. Energies are from ωB97M-V/def2-TZVPD.

```
49
Properties=species:S:1:pos:R:3:mulliken_charge:R:1
C -0.462 2.279 5.010 -1.20
C -0.522 2.114 3.506 -0.28
O -0.685 0.730 3.189 -0.19
C -1.146 0.420 1.935 -0.10
C -1.392 -1.037 1.896 0.55
C -1.706 -1.729 0.682 0.78
O -1.558 -1.234 -0.436 -0.80
C -2.248 -3.178 0.804 -1.07
C -1.203 -4.266 1.022 -0.51
C -0.669 -4.505 2.440 -0.73
C 0.219 -3.400 3.043 -0.75
C -0.542 -2.412 3.925 -0.72
C -1.687 -1.661 3.230 -1.05
O -1.370 1.263 1.093 -0.69
H -0.175 3.308 5.243 0.41
H -1.445 2.103 5.463 0.28
H 0.266 1.609 5.481 0.28
H -1.368 2.678 3.095 0.34
H 0.409 2.460 3.042 0.24
H -3.041 -3.229 1.564 0.35
H -2.712 -3.389 -0.171 0.42
H -1.676 -5.209 0.712 0.35
H -0.360 -4.095 0.338 0.28
H -1.499 -4.733 3.127 0.33
H -0.045 -5.410 2.382 0.32
H 0.962 -3.881 3.700 0.43
H 0.779 -2.872 2.259 0.30
H -0.987 -2.955 4.773 0.33
H 0.150 -1.664 4.337 0.35
H -1.967 -0.840 3.907 0.34
H -2.555 -2.332 3.139 0.46
Cl 0.212 0.542 -1.535 0.04
C 0.778 2.066 -2.429 0.82
Cl 1.147 3.315 -1.187 -0.17
C 2.193 1.749 -3.057 0.05
O 3.038 1.166 -2.417 -0.55
C 2.437 2.256 -4.459 0.27
C 1.383 2.756 -5.288 0.48
C 1.690 3.040 -6.638 -0.65
C 2.990 2.883 -7.086 -0.46
C 3.979 2.478 -6.156 -0.31
N 3.685 2.154 -4.904 -0.49
C 0.064 2.891 -4.689 0.53
Cl -1.196 3.536 -5.666 -0.26
C -0.205 2.579 -3.390 -0.87
H 0.901 3.375 -7.315 0.35
H 3.293 3.105 -8.107 0.38
H 5.032 2.404 -6.441 0.38
H -1.185 2.772 -2.966 0.43
```

F_max: 2.6 eV Å⁻¹
Net charge: -1
HOMO: -0.1137 Ha
HOMO-LUMO gap: 4.302 eV


Entry 2:
Here is C20H21ClN2O4 in the gas phase from the Open Molecules 2025 dataset. Energies are from ωB97M-V/def2-TZVPD.

```
48
Properties=species:S:1:pos:R:3:mulliken_charge:R:1
C 0.900 -1.619 -1.985 -1.18
N 0.662 -0.585 -1.006 0.75
C 1.043 0.770 -1.369 -1.17
C 2.541 0.899 -1.472 0.66
C 3.147 1.324 -2.645 -0.25
C 4.526 1.421 -2.726 -0.64
C 5.309 1.085 -1.636 -0.41
C 4.710 0.656 -0.463 -0.68
C 3.334 0.565 -0.380 -0.41
C 0.125 -0.816 0.199 0.59
O -0.103 0.063 1.013 -0.74
C -0.204 -2.280 0.523 -1.09
O -0.970 -2.303 1.707 -0.24
C -0.321 -1.973 2.830 0.67
O 0.877 -1.966 2.934 -0.63
C -1.275 -1.649 3.963 -0.58
C -2.661 -1.204 3.494 -0.83
N -2.580 -0.192 2.463 -0.07
C -3.288 -0.322 1.316 0.08
O -4.188 -1.122 1.165 -0.67
C -2.892 0.673 0.265 0.06
C -2.722 2.014 0.595 -0.02
C -2.376 2.944 -0.367 -0.81
C -2.191 2.545 -1.681 -0.46
C -2.354 1.218 -2.030 -0.74
C -2.705 0.292 -1.060 0.79
Cl -2.877 -1.360 -1.523 -0.16
H 1.484 -1.195 -2.799 0.43
H -0.043 -1.998 -2.387 0.31
H 1.465 -2.449 -1.558 0.36
H 0.562 1.037 -2.315 0.46
H 0.658 1.425 -0.582 0.25
H 2.538 1.588 -3.499 0.37
H 4.988 1.757 -3.643 0.39
H 6.385 1.158 -1.700 0.38
H 5.318 0.394 0.391 0.40
H 2.863 0.235 0.535 0.43
H -0.821 -2.736 -0.251 0.45
H 0.729 -2.841 0.659 0.43
H -1.369 -2.535 4.594 0.34
H -0.797 -0.869 4.560 0.30
H -3.224 -2.042 3.074 0.42
H -3.218 -0.809 4.352 0.36
H -1.721 0.340 2.411 0.29
H -2.878 2.324 1.617 0.53
H -2.249 3.980 -0.093 0.41
H -1.919 3.268 -2.436 0.42
H -2.216 0.891 -3.049 0.45
```

F_max: 0.6 eV Å⁻¹
SMILES: CN(Cc1ccccc1)C(=O)COC(=O)CCNC(=O)c1ccccc1Cl
HOMO: -0.3388 Ha
HOMO-LUMO gap: 9.849 eV


Entry 3:
Here is C20H21F2N5O3S2 in the gas phase in a non-equilibrium geometry from the Open Molecules 2025 dataset. Energies are from ωB97M-V/def2-TZVPD.

```
53
Properties=species:S:1:pos:R:3:mulliken_charge:R:1
C -5.910 -0.807 2.877 -1.10
C -4.804 -1.452 2.047 -0.65
N -5.204 -1.843 0.713 0.26
C -6.221 -2.873 0.565 -0.58
C -5.781 -3.911 -0.460 -1.27
S -5.232 -0.585 -0.387 1.31
O -5.733 0.632 0.187 -0.70
O -5.846 -1.064 -1.588 -0.72
C -3.469 -0.388 -0.675 -0.29
C -2.766 -1.459 -1.195 -0.35
C -1.409 -1.320 -1.436 -1.24
C -0.767 -0.125 -1.155 -0.40
C -1.479 0.948 -0.621 0.60
C -0.863 2.228 -0.323 -0.01
N -1.534 3.334 -0.214 -0.66
N -0.636 4.295 0.047 0.03
C 0.637 3.824 0.101 0.32
S 1.964 4.739 0.416 -0.49
N 0.496 2.463 -0.137 0.52
N 1.380 1.458 -0.094 -0.73
C 2.646 1.636 -0.064 -0.33
C 3.525 0.490 0.011 0.59
C 4.905 0.678 -0.055 -1.01
C 5.777 -0.394 0.009 -0.55
C 5.264 -1.675 0.146 0.83
O 6.035 -2.836 0.224 -0.38
C 7.370 -2.777 0.192 0.41
F 7.854 -2.227 -0.950 -0.24
F 7.898 -2.031 1.194 -0.24
C 3.889 -1.882 0.219 -0.59
C 3.028 -0.811 0.153 -0.51
C -2.851 0.808 -0.388 -0.10
H -6.283 0.072 2.358 0.31
H -5.518 -0.509 3.846 0.40
H -6.734 -1.500 3.033 0.31
H -3.982 -0.743 1.918 0.30
H -4.412 -2.341 2.554 0.42
H -7.167 -2.423 0.247 0.31
H -6.369 -3.347 1.537 0.52
H -5.691 -3.440 -1.434 0.28
H -6.519 -4.707 -0.520 0.43
H -4.822 -4.339 -0.174 0.30
H -3.292 -2.374 -1.411 0.42
H -0.846 -2.142 -1.851 0.42
H 0.287 -0.019 -1.355 0.75
H -0.915 5.256 0.164 0.20
H 3.119 2.613 -0.093 0.33
H 5.303 1.675 -0.161 0.37
H 6.838 -0.212 -0.046 0.39
H 7.769 -3.800 0.277 0.16
H 3.525 -2.891 0.330 0.43
H 1.962 -0.959 0.220 0.55
H -3.428 1.627 0.010 0.61
```

F_max: 1.7 eV Å⁻¹
SMILES: CCN(CC)S(=O)(=O)c1cccc(-c2n[nH]c(=S)n2/N=C/c2ccc(OC(F)F)cc2)c1
HOMO: -0.3003 Ha
HOMO-LUMO gap: 7.828 eV


Entry 4:
Here is a molecular structure, C20H21F4IN6O8Ti from the Open Molecules 2025 dataset. Energies are from ωB97M-V/def2-TZVPD.

```
61
Properties=species:S:1:pos:R:3:mulliken_charge:R:1
Ti 0.190 -0.567 -0.169 -0.24
C 0.138 3.326 -0.977 -1.45
C -0.800 2.245 -1.490 -0.61
N -1.231 1.244 -0.470 1.10
C -1.633 1.894 0.807 -0.76
C -2.766 2.908 0.707 -1.53
C -2.346 0.449 -1.035 -1.02
C -2.652 -0.777 -0.150 -1.00
N -1.464 -1.065 0.642 1.56
C -1.572 -1.647 1.891 -0.24
C -0.761 -1.183 2.930 0.21
F 0.046 -0.128 2.683 -0.41
C -0.773 -1.753 4.183 0.04
F 0.029 -1.263 5.132 -0.30
C -1.616 -2.809 4.466 -0.58
C -2.440 -3.268 3.459 0.26
F -3.267 -4.293 3.694 -0.31
C -2.426 -2.707 2.196 0.36
F -3.227 -3.203 1.244 -0.31
H 0.514 3.886 -1.832 0.42
H -0.361 4.031 -0.312 0.43
H 0.991 2.894 -0.461 0.15
H -1.694 2.711 -1.918 0.48
H -0.308 1.686 -2.283 0.25
H -1.918 1.105 1.499 0.13
H -0.742 2.361 1.223 0.56
H -3.703 2.452 0.388 0.33
H -2.937 3.333 1.696 0.44
H -2.537 3.730 0.029 0.29
H -3.248 1.054 -1.143 0.68
H -2.036 0.137 -2.030 0.48
H -3.499 -0.579 0.511 0.40
H -2.917 -1.625 -0.785 0.42
H -1.626 -3.266 5.445 0.50
N 0.551 -1.351 -4.153 -0.39
C 0.867 -1.515 -2.852 1.10
O 0.177 -0.755 -2.028 0.20
C 1.742 -2.489 -2.410 -1.97
I -0.249 -3.999 -1.265 -0.16
H -0.046 -0.585 -4.409 0.22
H 1.113 -1.780 -4.866 0.22
H 2.153 -2.433 -1.416 0.38
H 2.233 -3.132 -3.126 0.40
O 7.815 0.293 -0.655 -0.63
N 7.083 -0.275 0.131 1.05
O 7.458 -1.003 1.028 -0.62
C 5.637 -0.073 -0.016 -0.69
C 4.775 -0.768 0.816 -0.49
C 3.419 -0.561 0.665 -0.11
C 2.891 0.389 -0.250 1.06
O 1.626 0.714 -0.182 -0.24
C 3.819 0.971 -1.136 -0.29
C 5.184 0.770 -1.004 -0.59
N 3.375 1.806 -2.247 0.91
O 2.217 1.708 -2.609 -0.48
O 4.199 2.522 -2.782 -0.65
N 2.507 -1.287 1.441 0.83
O 1.344 -1.616 0.799 -0.40
O 2.829 -1.958 2.432 -0.70
H 5.142 -1.459 1.560 0.65
H 5.871 1.263 -1.673 0.66
```

<S²>: 2.02
Multiplicity: 3
F_max: 0.5 eV Å⁻¹
HOMO (spin up / spin down): -0.2806 / -0.3171 Ha
HOMO-LUMO gap (spin up / spin down): 6.524 / 6.978 eV


no.,M (g mol⁻¹)
1,445.75
2,388.85
3,481.55
4,724.19